13
Properties=species:S:1:pos:R:3:forces:R:3:lowdin_charge:R:1 method="wB97M-V/def2-TZVPD" total_energy_ha=-269.4105 e_lumo_ev=-0.826
C -0.6586 1.4347 0.0825 5.4005 0.3740 0.3790 0.08
C -0.4610 0.1008 -0.5171 -1.4414 0.3621 -0.8021 -0.56
O -1.2131 -0.8551 0.1588 0.5591 0.7380 -0.4704 0.02
C 0.1974 -0.2283 -1.6307 -1.1547 -0.9907 0.6753 0.03
H -0.3703 2.3882 -0.3305 -1.1200 0.0614 -0.9965 0.03
H -1.0230 1.4824 1.0976 0.0049 0.0509 0.2341 0.07
H -1.3954 -0.4175 0.9955 -0.3136 -0.6214 0.2984 0.08
H 1.1646 1.6293 0.1046 -2.9756 0.0743 0.8374 0.22
H 0.8159 0.4147 -2.2286 -0.0206 0.0930 0.0275 0.07
H -0.0629 -1.2515 -1.8895 0.6803 0.0636 -0.5344 0.08
H 2.1325 -1.1581 0.8122 -0.0374 -0.1077 0.1963 0.04
H 1.2327 0.0490 0.7842 0.3472 -0.2536 0.5290 -0.07
O 1.6642 -0.5629 1.4097 0.0714 0.1561 -0.3737 -0.08